Entry 1:
Computed, not measured: C20H20N4O6Sn as an isolated structure, with ωB97M-V/def2-TZVPD.

```
51
Properties=species:S:1:pos:R:3:forces:R:3:nbo_charge:R:1
C -1.6283 -2.3962 -0.7046 -2.3 2.7 -1.9 -0.61
C -0.3641 -2.8451 -0.2401 3.6 0.5 1.0 -0.52
H -1.9532 -1.5097 -0.1399 -0.2 -0.4 0.3 0.20
H -2.4602 -3.0662 -0.7761 -0.3 -0.6 -0.1 0.26
H -1.4253 -1.9179 -1.6952 -0.7 -0.8 0.1 0.17
H 0.2515 -1.8859 -0.3698 0.4 -0.8 0.4 0.10
H -0.2627 -3.0634 0.8259 -0.1 -0.3 -0.2 0.23
H 0.1585 -3.5723 -0.8630 -0.2 -0.2 0.2 0.24
C -1.5854 2.6185 -1.7052 1.0 0.3 0.2 0.11
C -1.9388 3.9004 -2.0946 -0.4 0.1 0.0 -0.19
C -0.9189 4.8392 -2.3129 -0.1 -0.4 0.1 -0.07
C 0.4321 4.4892 -2.1430 0.2 0.1 0.0 -0.16
H -2.3128 1.8047 -1.5242 0.6 0.6 -0.1 0.26
H -3.0155 4.1307 -2.2169 0.9 0.0 0.0 0.29
H -1.1900 5.8458 -2.6253 0.2 -0.2 0.1 0.28
H 1.2427 5.1810 -2.3288 -0.3 0.3 0.0 0.25
N -0.2634 2.3487 -1.5064 -0.4 1.1 -0.4 -0.64
C 0.7778 3.2208 -1.7121 -2.6 0.7 -0.2 0.14
C 2.1303 2.7401 -1.4706 2.4 -1.4 0.9 0.25
N 2.2792 1.4827 -0.9344 0.4 -0.1 -0.6 -0.66
C 3.4354 0.7696 -0.8164 0.0 1.3 -0.1 0.09
C 4.5428 2.7725 -1.5291 0.4 -0.8 0.3 -0.07
C 4.6247 1.4357 -1.0806 -0.4 0.0 0.0 -0.19
H 3.3642 -0.2890 -0.5101 0.1 0.8 0.0 0.25
H 5.5609 0.8914 -0.9242 -0.2 0.5 -0.2 0.28
C 3.3161 3.3973 -1.7414 -0.5 0.6 -0.2 -0.19
H 3.2281 4.4069 -2.1277 0.5 -0.1 0.0 0.26
H 5.4759 3.2976 -1.7217 -0.3 0.1 0.0 0.28
Sn 0.5154 0.5614 -1.0910 -2.3 -3.3 2.2 2.17
C 0.5416 -0.3564 -3.0863 0.1 -0.6 -0.1 -0.97
H 1.5436 -0.7853 -3.2597 -0.4 0.2 0.3 0.27
H 0.3802 0.4524 -3.8185 0.0 0.0 0.6 0.27
H -0.2178 -1.1402 -3.2382 0.3 0.4 0.3 0.28
O 0.3197 1.2009 3.0739 -0.6 -0.8 -2.5 -0.49
C -0.1744 0.4792 2.2181 0.7 -0.2 3.4 0.79
O -0.2333 0.7297 0.9148 0.7 0.5 -3.3 -0.86
C -0.8196 -0.8176 2.6573 -0.8 -0.5 0.1 -0.17
C -2.1787 -1.0613 2.4129 -0.1 -1.0 -0.1 -0.14
C -2.7334 -2.3365 2.6938 2.4 0.8 0.5 0.09
C -1.9621 -3.3359 3.3170 0.0 0.1 -0.3 -0.15
C -0.6143 -3.0719 3.5919 -1.2 2.4 -1.1 0.02
C -0.0595 -1.7884 3.3070 -0.3 -1.0 0.1 -0.12
N 0.2513 -4.1261 4.0048 2.1 -3.0 1.5 0.49
O -0.2354 -5.2589 4.2136 0.6 2.5 -0.6 -0.33
O 1.4696 -3.8806 4.1255 -2.2 0.0 -0.4 -0.36
N -4.0031 -2.6713 2.1248 -3.4 -1.0 -0.9 0.48
O -4.5396 -1.8306 1.3695 1.1 -1.3 1.3 -0.38
O -4.5101 -3.7852 2.3787 1.4 2.4 -0.4 -0.32
H -2.8120 -0.2992 1.9717 0.1 -0.2 -0.1 0.26
H -2.3979 -4.3150 3.5264 0.2 0.3 -0.2 0.30
H 0.9685 -1.5900 3.5805 0.0 -0.1 -0.1 0.27
```
Forces are in eV/Å.

Its orbital gap is 6.2 eV. Its total charge is +2.

=====

Entry 2:
Computed, not measured: one molecule with the formula C19H22N6, with ωB97M-V/def2-TZVPD.

```
47
Properties=species:S:1:pos:R:3:forces:R:3:nbo_charge:R:1
N -3.8087 -2.0697 3.3324 1.2 -3.0 -1.1 -0.56
N -4.2295 0.1895 3.5042 -1.4 0.6 -0.8 -0.53
N -3.1416 1.7309 2.3246 2.0 5.0 -3.0 -0.42
C -4.5032 -1.1007 3.6931 0.6 7.2 3.0 0.56
C -2.3064 2.1016 1.2874 -1.5 -0.9 2.6 0.11
C 2.2926 -1.6137 -3.9816 3.1 -2.3 0.6 -0.25
C 1.3143 -0.7470 -4.0878 -3.1 4.2 1.5 -0.16
C 3.2492 -1.3917 -2.9891 0.1 0.1 1.0 -0.17
C 1.0935 0.3827 -3.2033 1.7 -3.0 -0.8 -0.21
C -1.5674 1.1957 0.5319 0.5 -2.0 -0.3 -0.12
C 3.1921 -0.2290 -2.1601 -1.4 -0.5 -1.9 -0.06
C 2.0805 0.6465 -2.2682 0.5 0.1 -0.9 -0.03
C -2.9090 -1.7400 2.4449 0.0 -3.0 -1.6 0.49
C -1.7530 -0.1660 0.8256 1.4 -0.4 1.3 0.13
C -3.3429 0.4792 2.5964 0.1 0.0 -0.6 0.38
C -2.6227 -0.4948 1.9421 1.7 0.1 -2.3 -0.26
N -5.2524 -1.1635 4.7659 -2.6 -2.8 3.8 -0.77
N -2.4280 -2.8839 1.9205 1.6 -0.5 -1.1 -0.78
N 0.7686 1.3758 -0.4453 1.4 -1.0 2.2 -0.67
C -0.7324 -1.1655 0.1564 -0.7 1.1 0.7 -0.65
C -0.6017 1.6781 -0.5565 -1.9 0.5 -1.1 -0.22
C 4.1999 0.0241 -1.1514 1.7 -0.7 3.5 -0.42
C 1.8285 1.8420 -1.3850 -1.1 -0.9 1.5 -0.05
C 3.8673 1.1376 -0.0398 -2.9 -1.2 -0.8 -0.39
C 2.9986 2.3524 -0.5561 2.1 -2.3 -2.5 -0.39
H -2.1424 3.1677 1.0836 -0.4 -0.3 0.4 0.19
H 2.3898 -2.5512 -4.5645 -0.3 0.9 0.2 0.22
H 0.5387 -0.8168 -4.7624 -1.5 -0.8 -1.7 0.19
H 3.9338 -2.2548 -2.8098 -0.1 1.3 0.1 0.21
H 0.1054 0.7913 -3.1257 0.0 0.7 -0.5 0.21
H -5.2988 -0.3424 5.3528 -0.1 0.3 -0.8 0.40
H -4.8353 -1.8920 5.3240 -0.8 -0.6 0.4 0.37
H -2.3259 -2.8886 0.9218 0.2 -0.3 0.1 0.38
H -2.9825 -3.6072 2.3105 -0.2 -1.1 -0.1 0.40
H 0.9140 0.4004 -0.1269 0.1 1.3 -0.7 0.38
H -1.0044 -2.1940 0.0831 -0.3 -0.5 0.3 0.21
H 0.2725 -1.1404 0.6466 -0.9 0.1 -0.3 0.23
H -0.6731 -0.8610 -0.8697 0.5 0.3 -0.6 0.23
H -0.9653 1.2145 -1.5413 -0.4 1.2 0.9 0.16
H -0.7460 2.7835 -0.4564 0.2 -0.6 -1.1 0.20
H 4.2471 -1.0013 -0.5598 0.5 2.0 -1.0 0.22
H 5.2213 0.2350 -1.5580 -0.8 -0.3 0.1 0.22
H 1.4255 2.6497 -1.9900 -0.2 0.1 0.0 0.21
H 4.7324 1.4586 0.4605 1.3 0.5 0.4 0.21
H 3.2390 0.6315 0.7472 0.5 0.4 -0.6 0.19
H 2.6413 2.9525 0.2180 -0.4 1.1 1.2 0.22
H 3.6268 2.8944 -1.2849 0.0 0.3 0.5 0.19
```
Forces are in eV/Å.

Its orbital gap is 7.8 eV. As for the energy above the lowest of the compared OMol25 structures with the same formula, charge and spin: 4.622 eV. As for the SMILES: Cc1c(CN[C@H]2CCCc3ccccc32)cnc2nc(N)nc(N)c12. Its total charge is 0.

=====

The evaluated strongest force on any atom for the records listed, in turn: 4.5 7.8 eV Å⁻¹.
The evaluated LUMO level for the records listed, in turn: -8.79 -0.30 eV.
The evaluated calculated total energy for the records listed, in turn: -45117.4221 -28998.0812 eV.